1.
2 unconnected molecules or ions with the total composition C3H7PSi at a distorted geometry, computed with the ωB97M-V functional and the def2-TZVPD basis.

Results
Energy above the lowest of the compared OMol25 structures with the same formula, charge and spin (kJ/mol): 106.6
Spin multiplicity: 1
Kohn-Sham gap (eV): 8.386
E_tot (eV): -20386.649
LUMO energy (Ha): -0.0172

XYZ file:
```
12
Properties=species:S:1:pos:R:3:forces:R:3
C -0.48601 0.34897 -1.29786 -0.1 0.1 0.6
C -0.36773 0.69556 -0.14704 -0.1 -0.2 -0.5
C -0.60523 -0.05509 -2.67923 0.0 0.1 -0.2
Si 0.33083 -0.57942 2.49928 -0.1 0.0 -0.1
P -0.08021 1.36034 1.43644 3.2 0.8 -0.5
H 0.27211 -0.62963 -2.97572 0.0 0.0 -0.1
H -1.49554 -0.66603 -2.82370 0.0 0.0 -0.1
H -0.67755 0.83227 -3.31053 0.0 -0.1 -0.1
H -0.96611 -1.10481 2.95589 -0.2 0.0 0.0
H 0.96689 -1.59910 1.66871 0.2 -0.1 -0.2
H 1.15782 -0.27712 3.66348 0.2 0.1 0.3
H 1.95073 1.67405 1.01026 -3.1 -0.5 0.9
```
Positions in Å, forces in eV/Å.

These are the Löwdin partial charges, in e, on atoms 1 to 6: -0.17 -0.55 -0.11 0.32 0.57 0.08


2.
2 unconnected molecules or ions with the total composition C6H10N2 at a distorted geometry, computed with the ωB97M-V functional and the def2-TZVPD basis.

Results
Energy above the lowest of the compared OMol25 structures with the same formula, charge and spin (kJ/mol): 179.4
Spin multiplicity: 1
Kohn-Sham gap (eV): 9.563
E_tot (eV): -9362.578
LUMO energy (Ha): 0.0359

XYZ file:
```
18
Properties=species:S:1:pos:R:3:forces:R:3
C 2.51376 0.59743 -0.26515 2.2 3.7 -0.8
C -1.00149 1.22400 0.57936 -0.6 -0.9 0.5
C -2.04182 1.04393 -0.32906 -0.2 1.4 0.2
C -2.45199 -0.24293 -0.66026 -0.7 0.7 -1.2
C -1.82860 -1.28305 -0.07560 1.0 -1.8 0.9
C -0.79206 -1.00677 0.83498 0.0 -1.7 -0.2
H 3.21718 -1.26209 -0.00472 -3.2 0.7 -0.3
H 1.34505 -1.02653 0.21126 3.4 0.1 -1.4
H 2.01239 1.29872 -1.02153 0.5 -1.6 0.1
H 2.21002 1.22615 0.65125 1.1 -1.4 -0.4
H 3.66261 0.55867 -0.53371 -2.0 1.6 0.8
H -0.68925 2.18112 0.96318 0.0 0.4 -0.4
H -2.56404 1.94712 -0.70719 0.5 -0.8 0.1
H -3.18922 -0.46273 -1.43825 0.0 0.5 0.4
H -2.09120 -2.33774 -0.30001 0.2 0.9 0.2
H -0.22201 -1.86329 1.24589 -0.5 0.5 0.0
N 2.29020 -0.77937 -0.33045 -1.6 -3.0 1.9
N -0.37952 0.18736 1.17999 -0.1 0.7 -0.4
```
Positions in Å, forces in eV/Å.

These are the Löwdin partial charges, in e, on atoms 1 to 6: -0.32 -0.14 -0.06 -0.10 -0.08 -0.19


3.
A gas-phase ion, C2H5N2 (charge +1) at a distorted geometry, computed with the ωB97M-V functional and the def2-TZVPD basis.

Results
Energy above the lowest of the compared OMol25 structures with the same formula, charge and spin (kJ/mol): 321.2
Spin multiplicity: 1
Kohn-Sham gap (alpha / beta) (eV): 9.596 / 9.634
E_tot (eV): -5123.718
Charge: +1
LUMO energy (alpha / beta) (Ha): -0.2277 / -0.2183

XYZ file:
```
9
Properties=species:S:1:pos:R:3:forces:R:3
C 0.17607 0.58638 -0.15152 -0.3 -1.1 0.4
C -0.45131 -0.47485 -0.93923 -0.8 -0.6 -1.1
N -0.32809 -1.37033 0.13405 1.2 1.0 0.2
N 0.79712 1.03717 0.83761 0.4 0.3 0.5
H -1.43467 -0.19140 -1.34206 0.2 0.0 0.1
H 0.22056 -0.71771 -1.77604 0.0 0.2 0.2
H -1.14784 -1.40523 0.73937 -0.3 0.4 -0.1
H 1.07528 2.02509 0.82961 0.0 -0.2 0.0
H 1.09287 0.51089 1.66821 -0.2 -0.1 -0.3
```
Positions in Å, forces in eV/Å.

These are the Löwdin partial charges, in e, on atoms 1 to 6: 0.11 -0.25 0.16 0.23 0.15 0.16


4.
11 unconnected molecules or ions with the total composition H23O11 at a distorted geometry, computed with the ωB97M-V functional and the def2-TZVPD basis.

Results
Energy above the lowest of the compared OMol25 structures with the same formula, charge and spin (kJ/mol): 274.8
Spin multiplicity: 1
Kohn-Sham gap (eV): 11.461
E_tot (eV): -22889.606
Charge: +1
LUMO energy (Ha): -0.1087

XYZ file:
```
34
Properties=species:S:1:pos:R:3:forces:R:3
O 0.48077 2.28992 1.83115 -2.7 0.2 0.8
H 0.64650 3.20767 1.64187 0.7 0.3 -0.2
H 1.24702 1.80180 1.66066 2.0 -0.6 -0.5
O -1.63506 -4.10858 -0.55189 0.2 0.1 -0.3
H -1.75732 -3.15507 -0.67088 -0.2 0.2 0.0
H -1.47027 -4.38195 -1.46231 0.0 -0.3 0.1
O 1.87331 3.59251 -0.21451 0.0 0.2 -1.5
H 2.57666 3.44206 -0.86065 0.6 -0.1 0.6
H 1.24133 3.98965 -0.85475 -0.2 -0.3 0.7
O -2.25109 2.52729 0.46248 -0.1 0.0 -0.2
H -3.14349 2.85223 0.61332 -0.2 0.0 0.0
H -1.68556 3.17195 0.89725 0.1 -0.3 0.3
O 0.20698 -1.83231 2.60225 -1.2 -0.3 0.2
H 0.21554 -2.69687 2.10527 1.1 -0.6 0.1
H 1.07136 -1.41622 2.63938 0.2 -0.1 -0.1
O 1.01706 0.09689 -0.40677 -1.3 -0.4 1.2
H 1.67373 -0.47882 -0.79228 1.0 0.6 -0.8
H 1.01360 1.04741 -0.56583 0.8 -0.1 -0.3
O -0.98249 -0.91540 0.76465 0.4 -0.1 0.6
H -0.03414 -0.61122 0.56588 -0.5 0.6 -1.1
O -0.48691 4.26899 -1.40386 -0.6 0.1 0.6
H -0.55521 4.60232 -0.49937 0.3 0.5 -0.1
H -1.33414 3.80452 -1.43416 0.1 -0.3 -0.5
O 0.35861 -4.07822 1.24861 1.3 1.2 0.6
H -0.25273 -4.22589 0.54296 -1.2 0.1 -1.8
H 0.00747 -4.65900 1.89001 -0.3 -1.3 1.5
O -1.90139 -1.46622 -1.77722 -0.3 -0.1 -0.1
H -1.35530 -0.74120 -1.47302 0.3 0.1 -0.1
H -2.77103 -1.06659 -1.89507 0.0 -0.2 -0.1
O 3.42255 -0.55925 -2.28153 -1.0 0.1 2.1
H 4.05502 -1.22375 -2.54001 0.1 0.3 -1.0
H 3.08749 0.09566 -2.88598 0.7 -0.4 -1.0
H -1.49064 -0.09715 0.88408 -0.2 0.2 0.2
H -0.67689 -1.39954 1.72013 0.1 0.8 0.3
```
Positions in Å, forces in eV/Å.

These are the Löwdin partial charges, in e, on atoms 1 to 6: -0.03 0.02 -0.01 -0.04 0.01 0.07


5.
A single C4H7NO2 molecule at a distorted geometry, computed with the ωB97M-V functional and the def2-TZVPD basis.

Results
Energy above the lowest of the compared OMol25 structures with the same formula, charge and spin (kJ/mol): 245.9
Spin multiplicity: 1
Kohn-Sham gap (eV): 10.023
E_tot (eV): -9844.731
LUMO energy (Ha): 0.0223

XYZ file:
```
14
Properties=species:S:1:pos:R:3:forces:R:3
C -0.85924 -0.22289 -0.18185 -0.5 -0.2 0.6
C 1.59463 0.62342 -0.07521 0.1 0.5 1.4
C -1.39537 -1.43232 0.53959 -0.1 0.2 -0.1
O 1.59581 0.73430 -1.47348 -0.6 0.0 -0.2
N 0.25318 0.52177 0.51526 1.8 -0.9 -1.5
C -0.91496 1.14790 0.35054 -0.9 0.2 -0.2
O -1.52512 2.14289 0.58763 0.1 0.3 0.0
H 2.50741 0.74498 -1.78467 -0.1 0.0 0.1
H -0.83250 -0.29866 -1.26595 0.3 0.2 0.0
H 2.13318 -0.27864 0.25007 -0.1 0.2 -0.1
H 2.05291 1.51103 0.38117 0.0 -0.2 0.0
H -2.43197 -1.59800 0.25125 -0.1 -0.1 0.0
H -0.81529 -2.32010 0.29045 0.0 -0.1 0.0
H -1.36266 -1.27568 1.61520 0.0 0.0 0.1
```
Positions in Å, forces in eV/Å.

These are the Löwdin partial charges, in e, on atoms 1 to 6: -0.19 -0.23 -0.05 -0.03 0.08 -0.43


6.
A molecular structure, C15H30ClNOP2Tc at a distorted geometry, computed with the ωB97M-V functional and the def2-TZVPD basis.

Results
Spin multiplicity: 4
Kohn-Sham gap (alpha / beta) (eV): 5.392 / 7.073
E_tot (eV): -52874.964
LUMO energy (alpha / beta) (Ha): 0.0164 / 0.0121

XYZ file:
```
51
Properties=species:S:1:pos:R:3:forces:R:3
Tc 0.13052 0.02930 0.39403 -2.0 -0.1 2.9
P -1.91520 -1.58193 0.98485 2.3 1.8 -0.6
P 1.96691 1.67550 -0.02478 0.5 -0.1 -0.5
N 0.32288 -0.87414 -1.13268 0.3 -1.0 -2.0
H -0.29180 -0.95519 1.69541 -0.1 0.5 -1.1
C -3.49303 -1.32078 0.15296 -0.4 -0.5 0.1
H -4.21017 -2.00669 0.63936 -0.1 0.4 -0.5
H -3.34659 -1.58383 -0.90660 -0.2 0.2 0.4
H -3.81709 -0.27120 0.24249 0.1 -0.5 0.0
C -2.31063 -1.76865 2.75630 -0.4 -0.1 -0.2
H -3.16750 -2.45324 2.82076 0.2 0.1 0.4
H -2.57356 -0.79194 3.18789 0.0 -0.3 -0.2
H -1.43841 -2.15793 3.29884 -0.3 0.0 -0.2
C -1.25735 -3.18705 0.43844 -0.6 0.0 0.2
H -1.95027 -3.94830 0.82406 0.4 -0.2 -0.3
H -0.23650 -3.32748 0.82897 -0.5 0.1 -0.1
H -1.23714 -3.18189 -0.66220 0.1 -0.1 0.4
C 1.71027 3.02423 -1.23681 -0.1 0.0 -0.3
H 2.63513 3.57453 -1.46586 -0.2 -0.2 0.2
H 0.97165 3.72063 -0.82310 0.1 -0.2 -0.1
H 1.31895 2.61376 -2.17290 0.0 0.0 0.2
C 2.76068 2.65777 1.31393 -0.1 -0.1 0.3
H 3.52438 3.35014 0.93073 -0.2 -0.3 -0.1
H 3.21862 1.99167 2.05017 -0.1 0.0 -0.1
H 1.99748 3.25434 1.82132 0.0 -0.1 0.0
C 3.39652 0.72504 -0.69462 0.1 0.2 -0.1
H 4.28935 1.33924 -0.86919 -0.2 0.0 0.1
H 3.11305 0.24602 -1.63767 -0.1 0.0 0.2
H 3.65753 -0.05984 0.02167 -0.1 0.1 -0.1
C 0.82290 -1.69961 -2.07543 0.0 0.5 0.4
C 0.90331 -2.61679 -4.29924 -0.3 0.0 -0.6
C 0.34728 -1.72131 -3.41706 0.1 0.3 1.0
C 1.88529 -2.57300 -1.68512 -0.4 0.3 -0.5
C 2.41152 -3.44382 -2.62110 -0.3 0.4 0.2
C 1.93036 -3.47725 -3.93249 0.1 -0.4 0.2
H 0.50692 -2.64032 -5.30889 0.1 -0.1 -0.1
H -0.43244 -0.99353 -3.67449 0.3 -0.5 -0.1
H 2.25351 -2.48771 -0.65400 -0.1 -0.2 -0.5
H 3.19251 -4.09412 -2.29629 0.5 -0.5 0.0
H 2.33237 -4.19808 -4.64321 -0.1 0.2 0.1
C -1.86468 3.15176 1.44762 1.7 -2.2 -0.9
O -1.18136 2.53161 0.59501 -1.1 2.2 1.6
C -3.35887 2.83461 1.43797 0.6 -0.5 0.0
H -3.63108 2.62469 2.48734 -0.3 0.1 -0.5
H -3.36995 1.87262 0.83868 -0.5 1.3 0.6
H -4.00100 3.63823 1.02265 0.4 -0.6 0.2
C -1.13962 3.71932 2.70549 -0.3 -0.4 -0.5
H -0.61650 4.68321 2.58130 -0.3 -0.5 -0.3
H -0.39643 2.92230 2.92055 -0.3 0.6 0.0
H -1.81980 3.80963 3.56242 0.1 0.0 -0.3
Cl 1.45710 -0.57454 2.23249 1.6 0.3 1.4
```
Positions in Å, forces in eV/Å.

These are the Löwdin partial charges, in e, on atoms 1 to 6: 0.59 0.70 0.69 -0.26 -0.18 -0.26